[1]
C3H2FNO3 in the gas phase at a distorted geometry. Source: the Open Molecules 2025 dataset; level of theory: ωB97M-V with the def2-TZVPD basis set.

ORCA input file:
```
! wB97M-V def2-TZVPD RIJCOSX def2/J DEFGRID3
* xyz 0 1
C -0.723 -0.698 0.028
C 1.275 -0.129 0.044
C -0.734 0.624 0.040
H -2.529 -1.111 0.261
H -1.371 2.461 0.056
N 0.586 -1.179 0.038
O -1.710 -1.610 -0.073
O 0.589 1.010 0.003
O -1.684 1.584 -0.039
F 2.592 0.028 -0.043
*
```

Energy in eV: -13492.0394
Lowest unoccupied orbital energy in eV: 0.315
SMILES: Oc1nc(F)oc1O



[2]
C14H21BrN2O7 in the gas phase at a distorted geometry. Source: the Open Molecules 2025 dataset; level of theory: ωB97M-V with the def2-TZVPD basis set.

ORCA input file:
```
! wB97M-V def2-TZVPD RIJCOSX def2/J DEFGRID3
* xyz 0 1
O -0.130 -3.103 2.583
O -1.078 -0.173 5.551
Br -1.744 2.316 3.955
O 3.173 2.223 -1.169
O -1.233 1.158 1.042
O 1.472 -0.072 1.066
O 0.462 -1.965 -1.656
O 1.409 -0.007 -2.496
C -0.539 -1.992 2.747
C -0.834 -0.407 4.385
N -0.884 -1.713 4.024
N -0.550 -1.051 1.727
C -2.503 2.627 -0.495
C 1.921 -2.096 -3.586
C -0.424 -1.086 -3.739
C -2.527 1.513 0.540
C 0.846 -1.286 -2.876
C 2.537 1.782 0.042
C -0.720 0.711 3.367
C -1.299 0.176 2.085
C 0.539 -1.120 0.756
C 2.078 0.357 -0.148
C 0.123 -0.918 -0.700
C 0.931 0.245 -1.156
H 2.724 1.838 -1.929
H -0.656 -2.422 4.724
H -2.098 3.522 -0.020
H -3.514 2.850 -0.877
H -1.858 2.368 -1.311
H 2.850 -2.181 -3.023
H 2.160 -1.630 -4.548
H 1.529 -3.097 -3.733
H -0.954 -2.025 -3.917
H -0.217 -0.617 -4.716
H -1.138 -0.441 -3.200
H -2.975 0.623 0.064
H -3.138 1.878 1.423
H 3.244 1.825 0.897
H 1.703 2.443 0.291
H 0.344 0.984 3.229
H -2.382 -0.096 2.250
H 1.026 -2.093 0.842
H 2.923 -0.267 -0.385
H -0.944 -0.784 -0.746
H 0.345 1.198 -1.165
*
```

Energy in eV: -102213.2965
Lowest unoccupied orbital energy in eV: 0.327
SMILES: CCO[C@@H]1[C@@H](Br)C(=O)NC(=O)N1[C@@H]1O[C@H](CO)[C@H]2OC(C)(C)O[C@H]21



[3]
4 unconnected molecules or ions with the total composition C2H13N2O3 at a distorted geometry. Source: the Open Molecules 2025 dataset; level of theory: ωB97M-V with the def2-TZVPD basis set.

ORCA input file:
```
! wB97M-V def2-TZVPD RIJCOSX def2/J DEFGRID3
* xyz 1 1
C 1.189 -0.746 -0.922
C 0.131 -1.089 -0.230
N 0.101 -1.784 1.169
N 1.370 -0.407 -2.188
H 2.090 -0.909 -0.297
H -0.852 -1.091 -0.410
H -0.837 -1.446 1.411
H 0.232 -2.810 1.098
H 0.757 -1.602 1.813
H 0.667 0.220 -2.652
H 2.314 -0.047 -2.411
H -2.056 2.510 -1.089
H -0.627 1.686 -1.120
O -1.362 1.919 -0.641
H -2.399 -0.076 2.180
H -1.556 0.467 0.882
O -1.937 -0.302 1.405
H 0.161 1.922 0.675
H 1.694 2.111 1.395
O 1.074 1.559 0.807
*
```

Energy in eV: -11399.5869
Lowest unoccupied orbital energy in eV: -2.818



Number 1: HOMO-LUMO gap 8.974 eV. Number 2: HOMO-LUMO gap 10.473 eV. Number 3: HOMO-LUMO gap 9.941 eV.